No. 1
The following is a quantum chemistry calculation of a structure of composition C6H12N2PSYb in a non-equilibrium geometry, from the Open Molecules 2025 dataset.

Cartesian coordinates (Å):
C: -0.35219 -0.74844 -2.74111
C: -0.60018 0.20149 -3.63024
C: -0.37414 1.58986 -3.64532
C: 0.21306 2.36175 -2.62050
C: 0.63522 1.97847 -1.43306
Yb: -0.10612 0.09281 -0.74789
P: 0.21508 -2.44704 0.25111
H: -0.61805 -1.79733 -2.60302
H: -0.97765 -0.29008 -4.50089
H: -0.58667 2.09390 -4.57914
H: 1.15995 2.40434 -0.57586
H: 0.42690 3.40562 -2.78052
H: 1.47987 -2.62541 0.81075
H: 0.15601 -3.34538 -0.84589
H: -0.66908 -2.95635 1.18680
N: 0.33077 -1.16661 3.80269
C: -0.00089 0.00090 3.24603
N: -0.32490 1.16329 3.79721
S: -0.01662 0.06944 1.62587
H: 0.33579 -1.18822 4.75974
H: 0.55411 -1.95228 3.24863
H: -0.54434 1.94546 3.22833
H: -0.33591 1.20982 4.74626

multiplicity = 2
E_HOMO (alpha / beta) = -4.5 / -4.5 eV
largest force on an atom = 5.3 eV Å⁻¹
HOMO-LUMO gap (alpha / beta) = 3.9 / 3.8 eV

***

No. 2
The following is a quantum chemistry calculation of a cluster of 2 separate species, C6H12N2Si in total in a non-equilibrium geometry, from the Open Molecules 2025 dataset.

Cartesian coordinates (Å):
C: -1.33007 -1.85629 1.43021
C: -0.74036 -0.64332 1.39916
C: -1.63824 -1.17168 -0.55767
C: 1.61000 -1.20059 -1.12517
C: 1.89779 0.18294 -0.90051
C: -0.45302 1.01165 -0.36560
N: -1.85309 -2.20099 0.20784
N: -0.98501 -0.18726 0.06955
Si: -0.15440 2.59134 0.62742
H: -1.55822 -2.48558 2.28214
H: -0.52554 0.05000 2.21163
H: -1.80737 -1.14634 -1.57445
H: 2.48994 -1.70794 -1.77583
H: 0.76109 -1.33885 -1.83784
H: 1.46271 -1.82153 -0.13376
H: 2.05987 0.77898 -1.86469
H: 2.24621 0.61816 0.00634
H: -0.84531 1.35464 -1.40013
H: -1.36623 3.36352 0.81911
H: 0.84119 3.62195 0.36503
H: -0.11194 2.18717 2.11723

multiplicity = 1
E_HOMO (alpha / beta) = -7.8 / -7.9 eV
largest force on an atom = 3.9 eV Å⁻¹
HOMO-LUMO gap (alpha / beta) = 8.1 / 7.7 eV

***

No. 3
The following is a quantum chemistry calculation of the ion C6H12N3 with charge +1 in a non-equilibrium geometry, from the Open Molecules 2025 dataset.

Cartesian coordinates (Å):
C: 1.77604 -0.24451 -1.22306
C: 2.40429 -0.54395 0.07065
C: 0.38009 0.58476 0.22859
C: 0.31670 2.01383 0.74884
C: -0.76163 -1.67483 0.35755
C: -0.98538 -0.16282 0.44255
N: 0.66344 0.35178 -1.11716
N: 1.65041 -0.26564 1.04829
N: -1.97754 0.16947 -0.70957
H: 2.19784 -0.52412 -2.22658
H: 3.29795 -0.99849 0.29591
H: 0.24622 2.11787 1.74356
H: -0.51461 2.49855 0.16781
H: 1.23036 2.43235 0.58080
H: -0.55171 -2.00794 1.25357
H: 0.00057 -1.98877 -0.42376
H: -1.74140 -2.25014 0.00226
H: -1.54809 -0.05428 1.44401
H: -2.30085 1.06717 -0.38222
H: -2.47469 -0.70054 -0.83522
H: -1.30802 0.18022 -1.46683

multiplicity = 1
E_HOMO = -14.1 eV
largest force on an atom = 6.6 eV Å⁻¹
SMILES string = C[C@H]([NH3+])C1(C)N=CC=N1
total charge = +1
HOMO-LUMO gap = 10.2 eV

***

No. 4
The following is a quantum chemistry calculation of the ion C6H12N3 with charge +1 in a non-equilibrium geometry, from the Open Molecules 2025 dataset.

Cartesian coordinates (Å):
C: 1.91847 -1.92236 -0.00872
C: 0.33454 -0.42014 -0.20915
C: -1.10644 0.57789 -1.88159
C: -0.00834 2.02920 -0.01406
C: -0.58908 -0.84556 2.08175
C: -0.58955 0.66148 -0.45639
N: 1.35037 -1.91225 1.15285
N: 1.35515 -0.97989 -0.87830
N: 0.41483 -0.96457 1.09298
H: 2.82797 -2.48264 -0.18302
H: -1.82282 -0.19050 -2.00264
H: -0.25743 0.41627 -2.54414
H: -1.78285 1.48081 -2.04055
H: -0.48902 2.37049 0.85133
H: -0.18746 2.77055 -0.72611
H: 1.02088 1.86843 0.33106
H: -1.21569 -1.72559 2.15263
H: -0.09453 -0.65967 3.03783
H: -1.16884 -0.02003 1.74235
H: -1.55390 0.45181 0.20027
H: 1.64374 -0.50372 -1.69837

multiplicity = 1
E_HOMO = -14.7 eV
largest force on an atom = 5.0 eV Å⁻¹
SMILES string = CC(C)c1[nH]cn[n+]1C
total charge = +1
HOMO-LUMO gap = 11.2 eV

***

No. 5
The following is a quantum chemistry calculation of a cluster of 2 separate species, C6H12N3O3P in total in a non-equilibrium geometry, from the Open Molecules 2025 dataset.

Cartesian coordinates (Å):
C: 0.54881 1.63496 0.70986
C: 0.48712 -2.06752 -0.10276
C: 0.15499 -0.73469 1.90694
C: -2.80457 0.36184 -0.32743
C: -1.19427 1.53794 -1.82793
C: 0.60015 0.46209 -0.09925
N: 0.47270 2.42005 1.55147
N: 0.03574 -0.76788 0.49627
N: -2.01806 1.56967 -0.82028
O: 2.62483 -0.41605 -1.68270
O: 3.11764 1.68358 -0.29534
O: 3.08569 -0.53797 0.86557
P: 2.68698 0.23650 -0.31471
H: 0.13115 -2.37394 -1.09467
H: 1.58571 -2.05584 -0.44131
H: 0.33058 -2.95173 0.58371
H: -0.29234 0.26508 2.17139
H: -0.40877 -1.54371 2.43108
H: 1.18228 -0.84276 2.33951
H: -2.11162 -0.03781 0.34894
H: -3.76836 0.73581 0.20664
H: -2.93712 -0.23068 -1.19434
H: -0.62618 2.35574 -1.81907
H: -1.00013 0.70456 -2.56801
H: 0.11706 0.59278 -1.02358

multiplicity = 1
E_HOMO = 0.4 eV
largest force on an atom = 6.0 eV Å⁻¹
total charge = -2
HOMO-LUMO gap = 5.3 eV

***

No. 6
The following is a quantum chemistry calculation of the molecule C6H12N3OP in a non-equilibrium geometry, from the Open Molecules 2025 dataset.

Cartesian coordinates (Å):
C: 2.22692 -0.81929 0.23532
C: -1.59766 -1.53823 0.84536
C: -0.47034 1.89163 -1.49088
C: 3.18633 -1.55975 1.21039
C: -2.91431 -1.29615 1.63867
C: 0.27059 3.02116 -2.08289
N: 1.13960 -1.25756 -0.05775
N: -1.42522 -1.02250 -0.27559
N: -0.05742 0.73655 -1.46853
O: -1.73332 2.31513 -1.08019
P: -0.08258 -1.00090 -1.23572
H: 2.70273 0.09213 -0.13594
H: -0.94128 -2.25493 1.39388
H: -2.18576 1.53301 -0.76048
H: 3.73367 -0.77505 1.68084
H: 3.77271 -2.25363 0.77298
H: 2.55308 -2.00422 1.97306
H: -3.94046 -1.62388 1.16010
H: -3.04449 -0.13109 1.67728
H: -2.89211 -1.76781 2.67999
H: 0.68120 3.75614 -1.38385
H: -0.26685 3.40653 -2.96957
H: 1.28495 2.55273 -2.32650

multiplicity = 1
E_HOMO = -8.9 eV
largest force on an atom = 4.8 eV Å⁻¹
SMILES string = C/C=N/P(/N=C(/C)O)/N=C/C
HOMO-LUMO gap = 9.7 eV

***

No. 7
The following is a quantum chemistry calculation of the molecule C6H12N4 in a non-equilibrium geometry, from the Open Molecules 2025 dataset.

Cartesian coordinates (Å):
C: -3.02750 -0.56366 0.67425
C: -2.48190 0.56103 -0.17606
C: -1.05615 0.92478 -0.14701
C: 1.14825 0.96334 -0.37082
C: 2.53939 0.30495 -0.34769
C: 2.82317 -0.55682 0.84409
H: -2.54478 -1.51271 0.29297
H: -4.11540 -0.41735 0.44902
H: -2.98754 -0.37800 1.83502
H: -2.67281 0.20517 -1.24573
H: -2.98494 1.65305 -0.16091
H: 2.83625 -0.16926 -1.31637
H: 3.18392 1.20081 -0.41983
H: 2.07528 -1.29444 1.40726
H: 3.08366 0.03647 1.82107
H: 3.74139 -1.18359 0.56823
H: 0.33523 -1.37647 -1.83324
H: 0.10007 -1.77762 -0.38034
N: -0.57009 2.16602 0.01211
N: 0.76088 2.21192 0.02231
N: 0.05406 0.14557 -0.50751
N: -0.24045 -1.14319 -1.02079

multiplicity = 1
E_HOMO = -8.8 eV
largest force on an atom = 4.2 eV Å⁻¹
SMILES string = CCc1nnc(CC)n1N
HOMO-LUMO gap = 9.4 eV

***

No. 8
The following is a quantum chemistry calculation of the ion C6H12N4 with charge +2 in a non-equilibrium geometry, from the Open Molecules 2025 dataset.

Cartesian coordinates (Å):
C: 0.47219 2.10728 1.46480
C: 1.53034 1.28379 -0.26969
C: -1.90408 -2.20061 -1.14813
C: -1.07032 -2.50737 0.34521
C: -1.40556 -1.11954 -0.28906
C: -0.41077 -0.21220 -0.97664
N: -0.39399 1.24869 0.99567
N: 1.62560 2.20601 0.64719
N: 0.20351 0.66515 -0.01062
N: 2.67348 2.95026 1.02808
H: 0.43047 2.63029 2.37156
H: 2.11565 0.90721 -1.09460
H: -2.91092 -2.51716 -1.31190
H: -1.19513 -2.38531 -2.09631
H: -1.62310 -2.67816 1.19997
H: -0.05621 -2.79859 0.33475
H: -2.15570 -0.52234 0.30279
H: -0.97572 0.50595 -1.61637
H: 0.40631 -0.73813 -1.30234
H: -1.44759 -3.45430 -0.21523
H: 2.60839 4.00364 1.26223
H: 3.48313 2.62545 0.37863

multiplicity = 1
E_HOMO = -17.4 eV
largest force on an atom = 5.5 eV Å⁻¹
total charge = +2
HOMO-LUMO gap = 10.0 eV

***

No. 9
The following is a quantum chemistry calculation of the ion C6H12NO with charge -1 in a non-equilibrium geometry, from the Open Molecules 2025 dataset.

Cartesian coordinates (Å):
C: 0.31822 -0.13047 1.76519
C: 0.01236 -0.67533 0.23809
C: 1.35562 -0.95828 -0.58492
C: 1.40070 0.01199 -1.70257
C: 2.78548 -0.47958 -1.50156
N: -0.90751 0.40235 -0.41535
C: -2.27810 0.48351 0.27730
O: -2.29423 1.15843 1.41936
H: 1.17325 -0.79116 2.18206
H: -0.65180 0.17801 2.23103
H: 0.84225 0.83193 1.60439
H: -0.74487 -1.55274 0.40036
H: 1.16727 -2.00816 -0.71144
H: 2.05018 -0.90661 0.22848
H: 0.66289 -0.27961 -2.45949
H: 1.29139 0.95235 -1.39553
H: 3.28461 0.31056 -0.92065
H: -0.35879 1.19117 -0.17303
H: -2.74106 0.99350 -0.64837
H: -2.83457 -0.51420 0.26556

multiplicity = 1
E_HOMO = -2.9 eV
largest force on an atom = 5.4 eV Å⁻¹
total charge = -1
HOMO-LUMO gap = 6.7 eV

***

No. 10
The following is a quantum chemistry calculation of a structure of composition C6H12NO in a non-equilibrium geometry, from the Open Molecules 2025 dataset.

Cartesian coordinates (Å):
C: -2.42046 -0.28060 -0.06072
O: -3.34194 0.22836 0.57042
C: -1.56347 0.48202 -1.02190
C: -0.27923 -0.16866 -1.51588
C: 0.93673 0.03264 -0.62991
C: 2.09254 0.41569 -1.32199
C: 1.98341 0.03151 1.49472
N: 0.82216 -0.17638 0.65953
H: -2.20439 -1.36639 -0.02548
H: -1.98416 -0.57020 2.98625
H: -1.62099 1.55542 -0.89088
H: -2.55899 0.04355 -1.39082
H: -0.49479 -1.19231 -1.83969
H: -0.02517 0.40067 -2.42222
H: 2.96435 0.62191 -0.70057
H: 2.21477 0.41442 -2.39689
H: 2.39027 1.04552 1.50490
H: 1.58561 -0.18218 2.50920
H: 2.80278 -0.64684 1.29574
H: -1.29902 -0.68818 3.19620

multiplicity = 1
E_HOMO = -2.0 eV
largest force on an atom = 3.6 eV Å⁻¹
total charge = -1
HOMO-LUMO gap = 5.9 eV

***

No. 11
The following is a quantum chemistry calculation of the ion C6H12NO with charge -1 in a non-equilibrium geometry, from the Open Molecules 2025 dataset.

Cartesian coordinates (Å):
C: 0.63283 1.50716 0.46708
C: 0.10315 0.46134 -0.48118
C: -1.57280 0.60312 -0.55937
C: -2.15765 -0.68485 0.08734
C: -3.20887 0.27892 0.25816
N: 0.57369 -0.87626 -0.19043
C: 2.15772 -0.98744 -0.34261
O: 2.86169 -0.47771 0.64615
H: 0.47124 2.52289 0.09914
H: 1.72219 1.42361 0.46116
H: 0.23322 1.27815 1.45341
H: 0.27388 0.62104 -1.54561
H: -1.81786 0.85585 -1.57661
H: -1.53887 1.49148 0.07346
H: -2.24905 -1.44595 -0.68550
H: -1.54775 -1.09896 0.88750
H: -3.07090 0.69442 1.27450
H: 0.58927 -0.89436 0.83576
H: 2.36361 -2.06549 -0.47173
H: 2.24716 -0.42484 -1.31459

multiplicity = 1
E_HOMO = -3.0 eV
largest force on an atom = 2.6 eV Å⁻¹
total charge = -1
HOMO-LUMO gap = 7.0 eV

***

No. 12
The following is a quantum chemistry calculation of the ion C6H12NO with charge +1 in a non-equilibrium geometry, from the Open Molecules 2025 dataset.

Cartesian coordinates (Å):
O: -2.95487 -0.61671 0.42183
C: -1.96480 -0.09791 0.86082
C: -0.84098 0.13714 -0.23067
C: 0.29650 1.01529 0.14158
C: 1.38901 0.29366 1.00395
C: 3.37967 -0.50085 -0.48595
C: 2.32030 -0.63917 0.30240
N: -1.52782 0.28546 -1.52977
H: -1.79505 0.13225 1.91007
H: -0.34626 -0.84268 -0.24695
H: -0.01877 1.94798 0.66005
H: 0.99921 1.23241 -0.67740
H: 2.03824 1.21794 1.17127
H: 0.96723 -0.20114 1.89983
H: 3.94648 -1.30984 -0.92026
H: 3.76677 0.40482 -1.00427
H: 2.18859 -1.61218 0.76901
H: -1.46608 1.30839 -1.76122
H: -2.56807 0.09879 -1.44231
H: -1.29940 -0.34785 -2.28688

multiplicity = 1
E_HOMO = -13.2 eV
largest force on an atom = 2.9 eV Å⁻¹
SMILES string = C=CCC[C@H]([NH3+])C=O
total charge = +1
HOMO-LUMO gap = 9.2 eV

***

Which value of multiplicity does entry 8 give? 1

***

Look up the multiplicity of the fifth one. 1

***

Which of these has the lowest largest force on an atom? number 11